(a)
# C3H7O2

A cluster of 2 separate species, C3H7O2 in total (the ωB97M-V functional and the def2-TZVPD basis, the OMol25 dataset).

**Multiplicity**: 1
**Orbital gap**: 0.217 Eh
**Net charge**: -1

The geometry in XYZ format:
```
12
Properties=species:S:1:pos:R:3:nbo_charge:R:1
C -1.11 0.14 -2.30 -0.186
O -0.55 -0.13 -1.08 -1.001
H -2.25 0.14 -2.22 0.074
H -0.84 1.18 -2.70 0.070
H -0.84 -0.56 -3.15 0.073
C -0.07 -0.75 1.75 -0.564
C 0.99 0.07 1.49 0.116
O 1.89 0.64 2.37 -0.723
H -0.63 -0.90 0.81 0.297
H -0.42 -1.14 2.72 0.176
H 1.16 0.40 0.47 0.204
H 2.66 0.89 1.85 0.464
```


(b)
# C3H7O2

A cluster of 3 separate species, C3H7O2 in total (the ωB97M-V functional and the def2-TZVPD basis, the OMol25 dataset).

**Multiplicity**: 1
**Orbital gap**: 0.252 Eh
**Net charge**: -1

The geometry in XYZ format:
```
12
Properties=species:S:1:pos:R:3:nbo_charge:R:1
C -0.90 -0.50 1.38 0.245
O -1.14 -0.75 2.59 -0.597
H -0.60 0.52 1.08 0.218
H -0.75 -1.40 0.72 0.105
H 3.30 -1.43 3.22 0.011
C -0.84 0.35 -2.43 -0.781
C -0.18 1.33 -1.72 0.235
O -0.29 1.70 -0.45 -0.834
H -0.41 0.02 -3.36 0.159
H -1.97 0.08 -2.51 0.170
H 0.55 1.89 -2.30 0.081
H 3.23 -1.82 3.79 -0.011
```


Energy ordering: (a) at the bottom, the next structure 0.0255 hartree above.


(a)
# C8H11N3

A cluster of 2 separate species, C8H11N3 in total (the ωB97M-V functional and the def2-TZVPD basis, the OMol25 dataset).

**SMILES**: CC(C)=Cn1nccn1.C#C
**Multiplicity**: 1
**Orbital gap**: 0.346 Eh
**Net charge**: 0

The geometry in XYZ format:
```
22
Properties=species:S:1:pos:R:3:nbo_charge:R:1
C -0.24 1.99 -0.17 -0.662
C 0.29 1.08 0.89 0.053
C 1.36 1.50 1.79 -0.634
C -0.36 -0.08 1.09 -0.068
N -1.31 -0.55 0.19 -0.001
N -1.43 -0.25 -1.03 -0.241
C -2.57 -0.82 -1.33 -0.112
C -3.08 -1.47 -0.21 -0.083
N -2.26 -1.28 0.77 -0.240
H 0.00 3.06 0.03 0.218
H 0.40 1.68 -1.03 0.228
H -1.25 1.66 -0.46 0.248
H 1.61 0.74 2.49 0.223
H 1.09 2.50 2.23 0.217
H 2.25 1.69 1.20 0.218
H -0.28 -0.75 1.83 0.215
H -2.99 -0.69 -2.31 0.211
H -4.00 -1.99 -0.14 0.214
C 0.64 -3.62 -0.51 -0.234
C 0.50 -2.63 -1.16 -0.208
H 0.38 -4.48 -0.03 0.220
H 0.38 -1.77 -1.66 0.218
```


(b)
# C8H11N3

The molecule C8H11N3 (the ωB97M-V functional and the def2-TZVPD basis, the OMol25 dataset).

**SMILES**: C[C@@H]1CN(C)c2nccnc21
**Multiplicity**: 1
**Orbital gap**: 0.318 Eh
**Net charge**: 0

The geometry in XYZ format:
```
22
Properties=species:S:1:pos:R:3:nbo_charge:R:1
C 1.90 -0.67 1.47 -0.597
C 0.39 -0.92 1.27 -0.288
C 0.00 -1.67 -0.05 -0.197
N -0.33 -0.69 -1.06 -0.420
C -0.47 -1.03 -2.43 -0.410
C -0.70 0.50 -0.54 0.413
N -1.03 1.57 -1.14 -0.521
C -1.20 2.60 -0.32 -0.005
C -0.88 2.69 0.97 -0.120
N -0.37 1.57 1.69 -0.417
C -0.19 0.48 1.05 0.241
H 2.31 -1.57 1.95 0.208
H 2.11 0.24 1.96 0.230
H 2.43 -0.56 0.53 0.206
H 0.17 -1.48 2.21 0.242
H 0.70 -2.52 -0.33 0.215
H -0.97 -2.19 0.10 0.183
H -1.34 -1.67 -2.62 0.197
H -0.32 -0.11 -3.00 0.239
H 0.49 -1.61 -2.62 0.194
H -1.68 3.51 -0.79 0.194
H -1.06 3.55 1.66 0.213
```


(c)
# C8H11N3

The molecule C8H11N3 (the ωB97M-V functional and the def2-TZVPD basis, the OMol25 dataset).

**SMILES**: C=C(/N=C\C)[C@@]1(N)C=CC=N1
**Multiplicity**: 1
**Orbital gap**: 0.334 Eh
**Net charge**: 0

The geometry in XYZ format:
```
22
Properties=species:S:1:pos:R:3:nbo_charge:R:1
C 0.62 1.89 -0.68 -0.462
C 0.39 0.84 0.06 0.162
N 1.18 0.42 1.15 -0.472
C 2.34 -0.11 1.00 0.190
C 2.80 -0.95 -0.21 -0.737
C -0.90 -0.08 -0.30 0.151
N -0.38 -1.39 -0.82 -0.844
C -1.61 -0.29 1.01 -0.142
C -2.75 0.31 0.93 -0.308
C -2.94 0.70 -0.43 0.094
N -1.91 0.47 -1.14 -0.423
H -0.06 2.15 -1.55 0.232
H 1.45 2.54 -0.39 0.205
H 2.84 -0.21 1.98 0.173
H 1.80 -1.09 -0.74 0.290
H 3.56 -0.45 -0.81 0.230
H 3.46 -1.78 0.21 0.231
H -0.68 -2.16 -0.16 0.370
H -0.90 -1.62 -1.78 0.390
H -1.01 -0.65 1.90 0.240
H -3.41 0.49 1.75 0.223
H -3.90 0.97 -0.99 0.205
```


Energy ordering: (b) at the bottom, the next structure 0.0648 hartree above.


(a)
# C5H4OS2

The molecule C5H4OS2 (the ωB97M-V functional and the def2-TZVPD basis, the OMol25 dataset).

**Multiplicity**: 1
**Orbital gap**: 0.326 Eh
**Net charge**: 0

The geometry in XYZ format:
```
12
Properties=species:S:1:pos:R:3:nbo_charge:R:1
C 0.96 2.46 0.49 -0.207
C 0.20 1.54 0.17 -0.045
C -0.16 -0.79 -0.17 -0.212
C -0.80 -2.07 -0.56 -0.549
C -0.61 0.46 -0.32 -0.256
O -3.31 -0.74 -0.37 -0.897
S -1.50 -2.45 -2.17 0.029
S -2.69 -2.07 -0.45 1.146
H 1.62 3.29 0.57 0.237
H 0.87 -0.79 0.31 0.232
H -0.38 -3.00 -0.09 0.251
H -1.64 0.67 -0.74 0.269
```


(b)
# C5H4OS2

The molecule C5H4OS2 (the ωB97M-V functional and the def2-TZVPD basis, the OMol25 dataset).

**SMILES**: C=C(C=S)C(=S)C=O
**Multiplicity**: 1
**Orbital gap**: 0.243 Eh
**Net charge**: 0

The geometry in XYZ format:
```
12
Properties=species:S:1:pos:R:3:nbo_charge:R:1
C 0.41 1.46 0.95 -0.231
C 0.38 0.41 0.04 -0.218
C -0.13 0.64 -1.33 -0.295
S -0.45 2.15 -1.79 0.070
C 0.41 -1.06 0.46 -0.186
S 1.67 -1.58 1.45 0.124
C -0.84 -1.81 -0.03 0.368
O -1.76 -1.24 -0.63 -0.458
H 0.82 1.37 1.94 0.211
H 0.13 2.58 0.64 0.241
H 0.19 -0.06 -2.16 0.223
H -0.83 -2.87 0.45 0.152
```


Energy ordering: (b) at the bottom, the next structure 0.0062 hartree above.


(a)
# C6H8O3

The molecule C6H8O3 (the ωB97M-V functional and the def2-TZVPD basis, the OMol25 dataset).

**SMILES**: C=C1C[C@H](CO)OC1=O
**Multiplicity**: 1
**Orbital gap**: 0.370 Eh
**Net charge**: 0

The geometry in XYZ format:
```
17
Properties=species:S:1:pos:R:3:nbo_charge:R:1
C -2.63 0.08 0.50 -0.284
C -1.29 -0.29 0.46 -0.127
C -0.07 0.34 1.16 -0.461
C 1.02 -0.35 0.42 0.053
C 1.52 0.63 -0.72 -0.044
O 2.36 -0.01 -1.61 -0.730
O 0.54 -1.47 -0.31 -0.441
C -0.80 -1.41 -0.32 0.723
O -1.52 -2.27 -0.88 -0.571
H -3.41 -0.41 -0.04 0.221
H -3.03 1.07 0.93 0.203
H -0.10 0.08 2.08 0.226
H -0.03 1.29 1.32 0.232
H 1.94 -0.63 0.81 0.211
H 2.27 1.52 -0.29 0.154
H 0.50 1.28 -1.17 0.149
H 2.72 0.56 -2.34 0.487
```


(b)
# C6H8O3

The molecule C6H8O3 (the ωB97M-V functional and the def2-TZVPD basis, the OMol25 dataset).

**SMILES**: C=C(O)/C(O)=C\C(C)=O
**Multiplicity**: 1
**Orbital gap**: 0.356 Eh
**Net charge**: 0

The geometry in XYZ format:
```
17
Properties=species:S:1:pos:R:3:nbo_charge:R:1
C 0.19 0.16 -2.21 -0.536
C 0.05 -0.36 -0.99 0.258
O 0.50 -1.59 -0.64 -0.669
C -1.23 0.03 -0.10 0.320
O -2.39 0.17 -0.76 -0.655
C -1.10 0.15 1.21 -0.391
C 0.15 -0.06 2.00 0.562
C 1.36 0.60 1.45 -0.703
O 0.16 -0.78 2.98 -0.527
H -0.26 1.10 -2.48 0.219
H 0.80 -0.32 -2.96 0.206
H 1.12 -1.92 -1.30 0.483
H -2.26 0.07 -1.71 0.496
H -1.95 0.51 1.77 0.235
H 2.27 0.04 1.64 0.233
H 1.17 0.60 0.25 0.225
H 1.45 1.62 1.86 0.243
```


(c)
# C6H8O3

The molecule C6H8O3 (the ωB97M-V functional and the def2-TZVPD basis, the OMol25 dataset).

**SMILES**: C=C(O)[C@H]1C[C@@H]1C(=O)O
**Multiplicity**: 1
**Orbital gap**: 0.355 Eh
**Net charge**: 0

The geometry in XYZ format:
```
17
Properties=species:S:1:pos:R:3:nbo_charge:R:1
C -2.16 0.81 -0.24 -0.573
C -1.52 -0.20 0.34 0.359
O -2.05 -0.92 1.37 -0.675
C -0.14 -0.75 -0.03 -0.264
C 0.45 -0.48 -1.37 -0.385
C 0.93 0.29 -0.17 -0.350
C 2.32 -0.17 0.39 0.800
O 2.82 -1.23 0.16 -0.575
O 2.96 0.74 1.15 -0.672
H -1.71 1.39 -1.03 0.207
H -3.17 1.07 0.02 0.203
H -2.95 -0.61 1.57 0.482
H 0.09 -1.67 0.49 0.257
H 1.13 -1.21 -1.78 0.249
H -0.15 0.05 -2.10 0.227
H 0.70 1.34 -0.04 0.227
H 2.45 1.55 1.28 0.485
```


(d)
# C6H8O3

The molecule C6H8O3 (the ωB97M-V functional and the def2-TZVPD basis, the OMol25 dataset).

**SMILES**: O/C=C/C=C\C=C(O)O
**Multiplicity**: 1
**Orbital gap**: 0.306 Eh
**Net charge**: 0

The geometry in XYZ format:
```
17
Properties=species:S:1:pos:R:3:nbo_charge:R:1
O 1.58 2.28 0.41 -0.672
C 0.97 1.09 0.49 0.227
C 1.40 -0.01 -0.25 -0.443
C 0.78 -1.34 -0.24 -0.263
C -0.41 -1.63 0.39 -0.193
C -1.43 -0.61 0.73 -0.456
C -1.76 0.42 -0.04 0.615
O -1.08 0.88 -1.18 -0.703
O -2.82 1.27 0.26 -0.684
H 2.37 2.34 -0.20 0.486
H 0.27 1.08 1.39 0.218
H 2.17 0.16 -0.87 0.199
H 1.57 -2.04 -0.46 0.220
H -0.84 -2.68 0.44 0.219
H -2.12 -0.90 1.45 0.233
H -0.27 0.33 -1.16 0.512
H -3.23 1.52 -0.53 0.483
```


Energy ordering: (c) at the bottom, the next structure 0.0470 hartree above.


(a)
# C3H10NS

The ion C3H10NS with charge +1 (the ωB97M-V functional and the def2-TZVPD basis, the OMol25 dataset).

**SMILES**: C[NH2+][C@@H](C)S
**Multiplicity**: 1
**Orbital gap**: 0.408 Eh
**Net charge**: +1

The geometry in XYZ format:
```
15
Properties=species:S:1:pos:R:3:nbo_charge:R:1
C 1.95 0.15 -0.27 -0.416
N 0.62 0.53 0.30 -0.563
C -0.64 -0.16 -0.19 -0.171
C -1.39 -1.04 0.78 -0.657
S -1.70 1.24 -0.76 0.045
H 1.86 0.34 -1.34 0.231
H 2.70 0.90 -0.01 0.250
H 2.23 -0.81 0.00 0.238
H 0.29 1.48 0.05 0.463
H 0.63 0.39 1.39 0.446
H -0.34 -0.74 -1.18 0.255
H -2.07 -0.41 1.51 0.242
H -2.13 -1.55 0.23 0.269
H -0.69 -1.58 1.44 0.237
H -1.32 1.26 -1.96 0.130
```


(b)
# C3H10NS

The ion C3H10NS with charge +1 (the ωB97M-V functional and the def2-TZVPD basis, the OMol25 dataset).

**Multiplicity**: 1
**Orbital gap**: 0.267 Eh
**Net charge**: +1

The geometry in XYZ format:
```
15
Properties=species:S:1:pos:R:3:nbo_charge:R:1
C -0.50 -0.07 1.62 -0.053
N -1.35 1.02 2.00 -0.822
H -1.12 -0.95 1.61 0.215
H 0.36 -0.26 2.26 0.205
H -1.65 0.82 2.97 0.408
H -0.83 1.93 2.07 0.386
C -0.69 -1.51 -1.14 -0.418
S 0.40 0.21 -0.22 -0.014
C 1.72 0.25 -2.03 -0.229
H -0.84 -2.22 -0.26 0.237
H -1.51 -1.03 -1.46 0.202
H 0.00 -1.72 -1.95 0.206
H 2.53 0.68 -1.58 0.213
H 1.11 0.90 -2.63 0.236
H 1.77 -0.82 -2.27 0.227
```


Energy ordering: (a) at the bottom, the next structure 0.1392 hartree above.


(a)
# C3H10NS

The ion C3H10NS with charge +1 (the ωB97M-V functional and the def2-TZVPD basis, the OMol25 dataset).

**Multiplicity**: 1
**Orbital gap**: 0.297 Eh
**Net charge**: +1

The geometry in XYZ format:
```
15
Properties=species:S:1:pos:R:3:nbo_charge:R:1
C 1.47 -1.21 -0.37 -0.441
C 1.36 1.01 0.46 -0.444
C -2.73 0.07 -0.28 -0.573
N 0.86 -0.29 0.53 -0.355
S -1.01 -0.52 0.71 0.544
H 0.89 -2.08 -0.56 0.231
H 1.55 -0.65 -1.33 0.193
H 2.45 -1.45 0.01 0.249
H 1.12 1.77 1.10 0.236
H 2.49 0.77 0.43 0.261
H 1.20 1.35 -0.57 0.197
H -2.73 -0.80 -0.89 0.243
H -3.31 0.33 0.55 0.249
H -2.52 0.91 -0.93 0.238
H -1.08 0.80 1.12 0.172
```


(b)
# C3H10NS

The ion C3H10NS with charge +1 (the ωB97M-V functional and the def2-TZVPD basis, the OMol25 dataset).

**Multiplicity**: 1
**Orbital gap**: 0.318 Eh
**Net charge**: +1

The geometry in XYZ format:
```
15
Properties=species:S:1:pos:R:3:nbo_charge:R:1
C 1.27 0.30 1.12 -0.151
N 2.32 0.04 0.27 -0.765
H 1.31 -0.53 1.82 0.238
H 1.12 1.27 1.60 0.255
H 2.71 0.83 -0.23 0.397
H 3.02 -0.59 0.61 0.413
C -0.36 0.79 -1.64 -0.579
S -0.54 0.04 0.27 0.247
C -2.23 -1.17 -0.24 -0.483
H -1.41 1.03 -1.77 0.231
H -0.07 0.02 -2.36 0.242
H 0.19 1.71 -1.64 0.239
H -2.73 -1.94 0.36 0.255
H -2.95 -0.40 -0.47 0.235
H -1.88 -1.73 -1.10 0.226
```


Energy ordering: (b) at the bottom, the next structure 0.0325 hartree above.